Here is a cluster of 8 separate species, C27H54Cl14INO2S2Si in total from OMol25. Energies are from ωB97M-V/def2-TZVPD.

XYZ file:
```
102
Properties=species:S:1:pos:R:3:lowdin_charge:R:1
C 3.63613 -3.67382 -1.23144 -0.0750
C 2.82584 -3.18265 -2.42526 -0.2551
O 2.59544 -1.78452 -2.26732 -0.2198
C 1.84031 -1.19278 -3.30776 -0.2601
C 0.63238 -0.44498 -2.74654 -0.1876
Si 0.79949 0.30906 -1.01373 0.6684
C -0.33936 1.83023 -1.03230 -0.2522
C 0.02989 3.03829 -0.17941 -0.3164
C -0.71644 4.30810 -0.60756 -0.4772
S -2.49919 4.20290 -0.32748 0.8995
C -3.17399 3.61278 -1.82356 -1.1104
S -2.56040 3.93958 -3.29635 0.7225
N -4.38482 2.90888 -1.59442 -0.2279
C -5.51829 3.44537 -2.37986 -0.1688
C -6.75594 2.74639 -1.84530 -0.1796
O -6.71329 1.38936 -2.27369 -0.1473
C -5.60443 0.76495 -1.66542 -0.2028
C -4.27481 1.47995 -1.90850 -0.1668
C 0.12961 -0.81635 0.34704 -0.2197
C 0.40481 -2.32714 0.20710 -0.2245
C -0.85767 -3.20024 0.14443 -0.4197
C -1.79981 -3.01008 1.34758 -0.0758
C -1.60102 -3.04452 -1.18322 -0.0778
C 2.57435 0.78153 -0.55998 -0.3024
C 3.42181 1.36085 -1.70870 -0.7712
C 4.75243 0.63726 -1.96430 -0.1694
I 3.87728 3.45964 -1.33511 0.8514
H 3.59502 -2.94493 -0.42538 0.0769
H 4.67164 -3.88152 -1.48453 0.0583
H 3.20380 -4.59549 -0.85347 0.0375
H 3.35556 -3.34760 -3.36463 0.1205
H 1.85736 -3.68992 -2.45040 0.1112
H 2.46305 -0.51177 -3.89199 0.1114
H 1.50661 -1.97231 -3.99908 0.1172
H 0.37965 0.37500 -3.42406 0.0796
H -0.24560 -1.09333 -2.73594 0.0621
H -1.28934 1.45411 -0.64249 0.0550
H -0.53240 2.13932 -2.05985 0.0551
H -0.20542 2.85156 0.87064 0.1068
H 1.09076 3.28625 -0.23832 0.0320
H -0.55475 4.49850 -1.66808 0.0407
H -0.36130 5.17928 -0.06134 0.0435
H -5.57406 4.52696 -2.30613 0.1276
H -5.40596 3.13694 -3.42332 0.1151
H -6.71793 2.77051 -0.75261 0.1289
H -7.67315 3.19159 -2.21834 0.1273
H -5.50949 -0.24630 -2.05873 0.1287
H -5.76130 0.68135 -0.58270 0.1262
H -3.94708 1.33003 -2.94375 0.1179
H -3.54618 1.01033 -1.24940 0.1163
H 0.51916 -0.43715 1.29481 0.0839
H -0.94799 -0.63659 0.38231 0.0661
H 0.99300 -2.66517 1.06203 0.0627
H 1.00599 -2.54857 -0.67310 0.0707
H -0.50622 -4.23622 0.17424 0.1259
H -1.70871 -3.85037 2.03583 0.0522
H -1.57463 -2.10861 1.91272 0.0675
H -2.83922 -2.98918 1.02287 0.0725
H -2.30640 -3.86329 -1.32525 0.0796
H -2.13879 -2.09643 -1.24549 0.0731
H -0.89829 -3.09032 -2.01835 0.0628
H 2.58103 1.45092 0.30077 0.0499
H 3.05429 -0.13623 -0.21289 0.0698
H 2.84709 1.41851 -2.62735 0.0398
H 4.69428 -0.38540 -1.60718 0.0606
H 4.95084 0.60251 -3.03654 0.0769
H 5.58919 1.15586 -1.50742 0.0383
Cl 7.61347 6.73463 0.83939 0.5040
C 6.71665 5.28382 1.29884 -1.0281
Cl 5.81414 5.50728 2.80369 0.5019
H 6.02341 5.03972 0.50273 -0.0366
H 7.42298 4.47753 1.45138 0.0248
Cl 0.70195 5.81847 2.66056 0.5143
C 1.96961 7.05013 2.69133 -1.0113
Cl 2.13737 7.86371 1.13262 0.5063
H 1.70912 7.78858 3.43952 0.0235
H 2.90856 6.56708 2.92602 -0.0119
Cl 0.16505 -6.58238 3.50764 0.4992
C 0.33285 -5.13446 4.50446 -1.0277
Cl 1.00184 -3.77634 3.58827 0.5443
H -0.64739 -4.85092 4.86813 0.0279
H 1.00818 -5.36795 5.32024 -0.0580
Cl -10.72636 -0.22657 -0.55886 0.5032
C -9.10055 -0.81117 -0.93515 -1.0292
Cl -8.47281 -1.89052 0.32058 0.4935
H -9.14113 -1.36117 -1.86692 0.0272
H -8.43808 0.04137 -1.02766 -0.0028
Cl 4.73750 -6.96340 -0.31258 0.5258
C 6.46087 -6.92286 0.07766 -1.0190
Cl 6.98042 -5.32718 0.63377 0.5051
H 6.65130 -7.63988 0.86619 0.0216
H 7.01957 -7.17275 -0.81552 0.0230
Cl -2.83078 6.16861 2.34272 0.4857
C -2.69253 7.54033 3.44540 -1.0210
Cl -1.81356 8.89418 2.72111 0.5013
H -3.68887 7.87537 3.70530 0.0227
H -2.15079 7.21755 4.32620 0.0203
Cl 2.25600 -7.11238 6.65838 0.5386
C 2.84165 -8.65716 6.01748 -1.0082
Cl 1.52646 -9.77828 5.66643 0.5084
H 3.38304 -8.45810 5.10108 0.0258
H 3.48646 -9.10576 6.76255 0.0228
```

## Properties
Charge = 0
M = 1140.2 u
E_tot = -247422.5779 eV
LUMO = -0.1 eV



Here is an isolated molecule of C2H5NO3S in a non-equilibrium geometry from OMol25. Energies are from ωB97M-V/def2-TZVPD.

XYZ file:
```
12
Properties=species:S:1:pos:R:3:lowdin_charge:R:1
C -0.35865 0.26400 0.41361 -0.3120
C -0.77404 -0.15258 -1.79618 -0.0042
N -1.13123 -0.25947 -0.59637 0.0005
O 3.20917 0.99967 0.80476 -0.2365
O 0.78431 0.93390 -0.10990 -0.3750
O 2.04948 -1.12526 0.39608 -0.4382
S 2.21504 0.20161 -0.27231 0.9735
H -1.11760 0.84288 1.08368 0.1729
H 0.08319 -0.59137 0.89798 0.0956
H -1.42039 -0.50674 -2.49125 0.0434
H 0.14348 0.34090 -2.08578 0.0721
H 3.12367 0.71431 1.66129 0.0080
```

## Properties
Charge = 0
M = 123.1 u
E_tot = -20620.5745 eV
ΔE to the lowest compared entry with this formula, charge and spin = 2.960 eV
LUMO = 0.7 eV



Here is a structure of composition C4H9N3O2 in a non-equilibrium geometry from OMol25. Energies are from ωB97M-V/def2-TZVPD.

XYZ file:
```
18
Properties=species:S:1:pos:R:3:lowdin_charge:R:1
C 1.22184 0.24670 1.12537 -0.0272
C 1.85383 0.09171 -0.21856 -0.4777
C -0.91840 -0.36222 -0.10739 -0.3750
C -0.03439 0.61705 0.33403 -0.3273
N -1.90453 -0.08213 -1.04689 0.1276
N -1.00786 -1.61785 0.47839 0.1247
N -0.28895 2.00712 0.24294 0.0721
O 1.55396 -1.29073 -0.70616 -0.0303
O 2.66045 0.76922 -0.80597 0.0931
H 1.95446 -1.37087 -1.58463 0.0972
H -0.10014 -1.98226 0.73126 0.0757
H -2.15640 0.88964 -1.15512 0.0805
H -2.65461 -0.75629 -1.09854 0.0902
H -1.49973 -2.30121 -0.08181 0.0914
H -0.84356 2.27467 -0.55677 0.0638
H -0.61760 2.42924 1.10246 0.0849
H 1.16632 -0.67484 1.69745 0.1111
H 1.61533 1.11308 1.64993 0.1253
```

## Properties
Charge = 0
M = 131.1 u
E_tot = -12858.1878 eV
ΔE to the lowest compared entry with this formula, charge and spin = 1.740 eV
LUMO = 0.7 eV